No. 1
DFT (ωB97M-V/def2-TZVPD) results for 2 unconnected molecules or ions with the total composition C3H6FN at a distorted geometry.

Geometry (Å):
C1 1.195 0.612 -0.371
C2 0.452 1.555 -0.245
C3 1.656 -0.731 -0.660
N1 -1.873 -0.246 0.956
F1 -2.063 -0.491 -0.392
H1 -1.806 0.783 1.171
H2 0.030 2.454 0.152
H3 -2.724 -0.453 1.444
H4 2.132 -1.187 0.136
H5 2.218 -0.905 -1.534
H6 0.785 -1.389 -0.657

For the total energy, the calculation gives -272.35636 a.u. The HOMO energy is -9.83 eV. As for the net charge: 0. Its structure (SMILES) is C#CC.NF. The calculation puts the HOMO-LUMO gap at 10.9 eV. Its relative energy (zero: lowest compared OMol25 entry of this formula, charge and spin) is 353.9 kJ/mol. Its lowest unoccupied orbital energy is 1.033 eV. For the molecular weight, the calculation gives 75.09 g mol⁻¹.


No. 2
DFT (ωB97M-V/def2-TZVPD) results for a single C3H6FN3 molecule.

Geometry (Å):
C1 -1.263 0.833 -0.036
C2 0.919 0.031 -0.050
C3 -0.043 -1.157 0.056
N1 -2.203 1.668 -0.037
N2 0.040 1.141 0.242
N3 -1.293 -0.550 -0.355
F1 -2.408 -1.224 0.172
H1 1.733 -0.022 0.675
H2 1.344 0.093 -1.061
H3 0.213 -1.983 -0.610
H4 -0.107 -1.526 1.087
H5 -3.119 1.273 -0.211
H6 0.345 2.092 0.125

For the total energy, the calculation gives -381.97633 a.u. The HOMO energy is -9.16 eV. As for the net charge: 0. Its structure (SMILES) is [H]/N=C1/NCCN1F. The calculation puts the HOMO-LUMO gap at 10.0 eV. Its relative energy (zero: lowest compared OMol25 entry of this formula, charge and spin) is 145.5 kJ/mol. Its lowest unoccupied orbital energy is 0.873 eV. For the molecular weight, the calculation gives 103.10 g mol⁻¹.


No. 3
DFT (ωB97M-V/def2-TZVPD) results for a single C3H6FNO molecule at a distorted geometry.

Geometry (Å):
C1 -1.107 -1.135 -0.363
C2 0.089 -0.595 0.299
C3 0.040 0.962 0.284
H1 -1.213 -2.235 -0.401
H2 -1.885 -0.670 0.217
H3 -1.094 -0.847 -1.360
H4 0.078 -0.803 1.387
H5 2.043 0.816 -0.166
H6 1.486 2.469 -0.120
N1 1.260 1.490 0.016
O1 -1.022 1.505 0.538
F1 1.327 -0.958 -0.331

For the total energy, the calculation gives -347.77967 a.u. The HOMO energy is -9.96 eV. As for the net charge: 0. Its structure (SMILES) is C[C@@H](F)C(N)=O. The calculation puts the HOMO-LUMO gap at 10.9 eV. Its relative energy (zero: lowest compared OMol25 entry of this formula, charge and spin) is 22.0 kJ/mol. Its lowest unoccupied orbital energy is 0.935 eV. For the molecular weight, the calculation gives 91.08 g mol⁻¹.


No. 4
DFT (ωB97M-V/def2-TZVPD) results for 2 unconnected molecules or ions with the total composition C3H6FNO2 at a distorted geometry.

Geometry (Å):
C1 -1.264 1.414 0.057
C2 -1.144 -1.108 0.532
C3 -0.943 0.186 -0.252
N1 1.909 0.393 -0.137
O1 2.937 -0.433 -0.658
O2 2.336 1.444 0.169
F1 -0.476 -0.289 -1.459
H1 -1.517 1.669 1.064
H2 -1.135 2.147 -0.715
H3 2.664 -1.236 -0.962
H4 -1.715 -0.875 1.388
H5 -0.112 -1.353 1.007
H6 -1.541 -1.959 -0.035

For the total energy, the calculation gives -422.86818 a.u. The HOMO energy is -9.83 eV. As for the net charge: 0. Its structure (SMILES) is C=C(C)F.O=NO. The calculation puts the HOMO-LUMO gap at 10.1 eV. Its relative energy (zero: lowest compared OMol25 entry of this formula, charge and spin) is 430.7 kJ/mol. Its lowest unoccupied orbital energy is 0.234 eV. For the molecular weight, the calculation gives 107.08 g mol⁻¹.


No. 5
DFT (ωB97M-V/def2-TZVPD) results for a single C3H6FNS molecule at a distorted geometry.

Geometry (Å):
C1 -1.463 0.789 2.369
C2 -0.299 -0.421 -1.175
C3 1.166 -0.445 -1.347
H1 -1.940 -0.164 2.711
H2 -1.096 1.367 3.226
H3 -2.260 1.330 1.894
H4 -0.803 -0.801 -2.063
H5 1.623 -0.851 -0.473
H6 1.545 0.573 -1.431
N1 -0.930 -0.013 -0.117
F1 1.426 -1.144 -2.486
S1 0.011 0.587 1.265

For the total energy, the calculation gives -670.66830 a.u. The HOMO energy is -8.92 eV. As for the net charge: 0. Its structure (SMILES) is CS/N=C\CF. The calculation puts the HOMO-LUMO gap at 9.8 eV. Its relative energy (zero: lowest compared OMol25 entry of this formula, charge and spin) is 146.5 kJ/mol. Its lowest unoccupied orbital energy is 0.872 eV. For the molecular weight, the calculation gives 107.15 g mol⁻¹.


No. 6
DFT (ωB97M-V/def2-TZVPD) results for a molecular structure, C3H6I2O at a distorted geometry.

Geometry (Å):
C1 -1.087 1.590 -0.631
C2 1.167 -1.592 0.061
C3 -1.043 0.109 -0.885
O1 0.636 -0.311 0.379
I1 -0.767 -0.427 -2.902
I2 -2.325 -1.109 0.272
H1 -0.734 1.761 0.410
H2 -2.073 1.999 -0.711
H3 -0.391 1.975 -1.481
H4 1.685 -1.543 -0.980
H5 0.157 -2.174 -0.257
H6 1.636 -2.037 0.906

For the total energy, the calculation gives -788.38556 a.u. The HOMO energy (alpha / beta) is -8.96 / -8.96 eV. As for the net charge: 0. The calculation puts the HOMO-LUMO gap (alpha / beta) at 8.1 / 8.1 eV. Its relative energy (zero: lowest compared OMol25 entry of this formula, charge and spin) is 375.2 kJ/mol. Its lowest unoccupied orbital energy (alpha / beta) is -0.865 / -0.863 eV. For the molecular weight, the calculation gives 311.89 g mol⁻¹.


No. 7
DFT (ωB97M-V/def2-TZVPD) results for a molecular structure, C3H6IN at a distorted geometry.

Geometry (Å):
C1 0.160 -0.135 -0.296
C2 -1.193 -0.637 -0.772
C3 0.193 0.557 1.034
N1 0.980 -0.130 -1.195
I1 3.473 0.519 -0.247
H1 -1.682 0.227 -1.251
H2 -1.099 -1.539 -1.403
H3 -1.585 -0.765 0.266
H4 -0.776 0.905 1.207
H5 0.965 1.203 0.984
H6 0.564 -0.204 1.674

For the total energy, the calculation gives -470.21991 a.u. The HOMO energy (alpha / beta) is -7.89 / -9.17 eV. As for the net charge: 0. The calculation puts the HOMO-LUMO gap (alpha / beta) at 8.9 / 6.1 eV. Its relative energy (zero: lowest compared OMol25 entry of this formula, charge and spin) is 0.0 kJ/mol. Its lowest unoccupied orbital energy (alpha / beta) is 0.990 / -3.102 eV. As for the spin multiplicity: 3. For the molecular weight, the calculation gives 182.99 g mol⁻¹.


No. 8
DFT (ωB97M-V/def2-TZVPD) results for a gas-phase ion, C3H6IN2 (charge +1) at a distorted geometry.

Geometry (Å):
C1 -0.370 0.284 0.036
C2 1.016 0.035 0.573
C3 -1.525 1.193 0.272
N1 -0.663 -0.429 -1.099
N2 1.681 -1.048 0.296
I1 -1.702 2.219 2.156
H1 1.327 0.886 1.105
H2 -2.418 1.022 -0.209
H3 -1.450 -0.270 -1.680
H4 2.732 -1.393 0.515
H5 0.172 -0.793 -1.565
H6 1.200 -1.707 -0.400

For the total energy, the calculation gives -524.76164 a.u. The HOMO energy (alpha / beta) is -12.44 / -12.53 eV. As for the net charge: +1. Its structure (SMILES) is N/C(C=[NH2+])=C/I. The calculation puts the HOMO-LUMO gap (alpha / beta) at 6.7 / 6.9 eV. Its relative energy (zero: lowest compared OMol25 entry of this formula, charge and spin) is 252.9 kJ/mol. Its lowest unoccupied orbital energy (alpha / beta) is -5.788 / -5.662 eV. For the molecular weight, the calculation gives 197.00 g mol⁻¹.


No. 9
DFT (ωB97M-V/def2-TZVPD) results for a gas-phase ion, C3H6IN2 (charge +1) at a distorted geometry.

Geometry (Å):
C1 0.369 -0.333 0.427
C2 -0.150 2.028 0.993
C3 0.304 -0.778 -0.986
N1 0.131 0.854 0.739
N2 -1.327 2.510 1.519
I1 -1.758 4.454 1.121
H1 0.654 -0.993 1.190
H2 0.652 2.792 0.825
H3 -0.528 -0.282 -1.392
H4 0.077 -1.898 -1.051
H5 1.225 -0.742 -1.716
H6 -2.113 1.924 1.785

For the total energy, the calculation gives -524.79514 a.u. The HOMO energy is -13.43 eV. As for the net charge: +1. Its structure (SMILES) is C/C=N\C=[NH+]\I. The calculation puts the HOMO-LUMO gap at 8.6 eV. Its relative energy (zero: lowest compared OMol25 entry of this formula, charge and spin) is 165.0 kJ/mol. Its lowest unoccupied orbital energy is -4.815 eV. For the molecular weight, the calculation gives 197.00 g mol⁻¹.


No. 10
DFT (ωB97M-V/def2-TZVPD) results for a gas-phase ion, C3H6IN2 (charge +1) at a distorted geometry.

Geometry (Å):
C1 -0.610 1.045 0.577
C2 0.067 -1.073 0.095
C3 1.021 -0.057 -0.549
N1 0.457 1.222 -0.156
N2 -0.939 -0.204 0.701
I1 3.236 0.007 0.041
H1 -1.336 1.776 0.972
H2 -0.439 -1.566 -0.687
H3 0.373 -1.808 0.816
H4 1.015 -0.079 -1.677
H5 1.080 1.998 -0.320
H6 -1.898 -0.497 0.781

For the total energy, the calculation gives -524.85043 a.u. The HOMO energy is -13.68 eV. As for the net charge: +1. Its structure (SMILES) is I[C@H]1C[NH+]=CN1. The calculation puts the HOMO-LUMO gap at 9.3 eV. Its relative energy (zero: lowest compared OMol25 entry of this formula, charge and spin) is 19.8 kJ/mol. Its lowest unoccupied orbital energy is -4.424 eV. For the molecular weight, the calculation gives 197.00 g mol⁻¹.


No. 11
DFT (ωB97M-V/def2-TZVPD) results for a gas-phase ion, C3H6IN2O (charge +1) at a distorted geometry.

Geometry (Å):
C1 -0.546 -1.118 -0.576
C2 -0.891 0.592 0.720
C3 0.432 -0.211 0.249
N1 -1.610 -0.352 -0.146
N2 1.309 0.622 -0.573
O1 -0.323 -2.055 -1.271
I1 1.494 -1.055 1.840
H1 -1.316 0.483 1.718
H2 -0.895 1.535 0.349
H3 -2.474 -0.743 0.204
H4 2.284 0.148 -0.713
H5 1.528 1.529 -0.200
H6 1.008 0.624 -1.601

For the total energy, the calculation gives -600.05289 a.u. The HOMO energy is -14.12 eV. As for the net charge: +1. Its structure (SMILES) is [NH3+][C@@]1(I)CNC1=O. The calculation puts the HOMO-LUMO gap at 9.9 eV. Its relative energy (zero: lowest compared OMol25 entry of this formula, charge and spin) is 139.0 kJ/mol. Its lowest unoccupied orbital energy is -4.211 eV. For the molecular weight, the calculation gives 213.00 g mol⁻¹.


No. 12
DFT (ωB97M-V/def2-TZVPD) results for a gas-phase ion, C3H6IN2OS (charge +1) at a distorted geometry.

Geometry (Å):
C1 1.197 0.663 -1.582
C2 -0.260 0.575 -1.955
C3 0.464 -1.044 -0.008
N1 1.479 -0.161 -0.470
N2 0.188 -0.506 1.522
O1 2.070 1.219 -2.157
S1 -1.069 -0.739 -1.039
I1 3.402 -0.279 0.195
H1 -0.985 1.542 -1.813
H2 -0.460 0.513 -2.973
H3 0.771 -2.099 0.016
H4 -0.337 0.430 1.408
H5 1.117 -0.414 1.945
H6 -0.474 -1.046 2.174

For the total energy, the calculation gives -998.25320 a.u. The HOMO energy is -13.63 eV. As for the net charge: +1. Its structure (SMILES) is [NH3+][C@H]1SCC(=O)N1I. The calculation puts the HOMO-LUMO gap at 9.2 eV. Its relative energy (zero: lowest compared OMol25 entry of this formula, charge and spin) is 60.6 kJ/mol. Its lowest unoccupied orbital energy is -4.473 eV. For the molecular weight, the calculation gives 245.07 g mol⁻¹.